No. 1
120
Properties=species:S:1:pos:R:3:forces:R:3:mulliken_charge:R:1 method="wB97M-V/def2-TZVPD" gap_ha=0.2846 homo_energy_ev=-7.94 relative_energy_kcal_mol=344.1 lumo_energy_ev=-0.2
C -1.37752 5.70491 -1.22459 -3.372 2.185 -0.311 -0.758
S -0.62049 5.32900 0.34008 -1.689 -0.695 0.804 0.577
O 0.36206 4.27661 0.05710 0.813 -0.613 0.019 -0.418
C 0.10229 6.87691 0.82134 1.349 0.625 -0.541 -1.321
H -1.96502 4.83593 -1.72799 1.372 1.269 1.084 -0.045
H -0.72356 6.23562 -1.88745 0.814 -0.331 -0.618 0.411
H -2.18636 6.58451 -1.03247 1.484 -2.176 -0.126 0.385
H 0.42834 6.94704 1.85413 -0.716 -0.466 0.319 0.381
H -0.58014 7.62977 0.53488 -1.361 0.833 0.350 0.449
H 0.97386 7.25339 0.31091 0.700 -0.711 -0.866 0.356
C -3.38675 -3.55431 0.70682 -8.324 -5.668 -2.972 0.286
S -2.83829 -4.65597 -0.56908 1.339 0.129 -2.760 0.265
O -1.47895 -4.09714 -1.06350 -1.917 -0.629 1.207 -0.465
C -2.52018 -6.17550 0.24548 2.153 -4.438 -0.059 -0.777
H -2.81052 -3.67564 1.39753 6.889 -1.130 8.148 -0.417
H -4.43580 -3.86032 1.17497 1.902 0.953 -1.589 0.379
H -3.25376 -2.70118 0.29654 0.062 6.057 -2.667 -0.072
H -2.00317 -7.04724 -0.54098 -0.944 3.197 1.817 0.270
H -3.36169 -6.84478 0.46680 -0.654 1.026 0.080 0.425
H -1.88892 -6.19240 1.18680 -0.414 0.504 -1.141 0.173
C 3.99778 -0.67729 1.30139 1.466 0.644 1.933 -0.066
S 4.58010 -2.29082 1.80477 0.397 2.022 1.312 0.686
O 4.88480 -3.04329 0.61008 0.099 -1.671 -1.900 -0.571
C 6.19054 -1.70240 2.36659 -0.164 -0.345 0.121 -1.322
H 2.99281 -0.68355 1.07239 -2.327 -0.129 -0.579 -1.249
H 4.55749 -0.22619 0.52989 0.847 -0.053 -1.326 0.775
H 4.17846 0.01526 2.13831 -0.408 -0.270 0.115 0.573
H 6.10075 -1.10503 3.26501 0.143 0.050 0.152 0.397
H 6.83138 -1.27324 1.61049 -0.507 0.765 -0.567 0.354
H 6.70301 -2.62235 2.51774 0.404 -0.904 0.884 0.445
C 1.80706 -4.18031 -1.82541 1.569 0.855 2.609 -0.014
S 3.32485 -3.21052 -2.12538 0.398 -1.792 -3.955 0.593
O 3.76111 -3.67553 -3.54032 -0.191 0.566 1.862 -0.710
C 2.61440 -1.56579 -2.40164 2.293 -2.910 7.783 -0.709
H 1.14721 -4.00714 -2.68206 -0.088 -0.535 0.506 0.302
H 1.54656 -3.58447 -0.85485 -0.637 -1.548 -1.679 -0.539
H 2.16848 -5.25143 -1.53215 -1.049 1.978 -0.901 0.320
H 2.32006 -1.55557 -1.19642 0.147 1.570 -3.252 -0.052
H 1.95775 -1.53062 -3.12007 -4.185 0.184 -3.438 0.215
H 3.49677 -1.10360 -2.68695 1.539 1.710 0.014 0.520
C -1.56148 -1.36808 -4.45836 -0.114 1.147 3.013 -0.631
S -0.50097 -0.70395 -5.69677 3.402 0.882 2.055 0.354
O 0.39300 0.21036 -4.79486 -1.288 -0.859 -1.733 -0.520
C 0.54128 -2.22531 -5.93980 2.559 2.172 1.518 -0.818
H -1.02575 -1.59669 -3.44957 -0.510 0.675 -1.909 -0.053
H -2.01978 -2.24639 -4.71307 -0.977 -2.533 -1.119 0.590
H -2.43625 -0.70127 -4.25255 1.034 0.024 -0.269 0.274
H 1.00856 -2.54172 -5.03132 -1.244 -0.318 2.014 -0.006
H 1.61787 -2.24351 -6.24869 -1.125 1.288 -1.835 0.355
H -0.03366 -2.95737 -6.32748 -1.664 -2.490 -1.509 0.479
C 2.54764 -5.32463 1.63804 -0.838 -3.272 -0.863 -1.124
S 0.79275 -5.06856 1.49268 -1.264 -2.987 0.637 0.788
O 0.15961 -5.84623 2.64737 0.375 0.723 -0.861 -0.791
C 0.72779 -3.41751 1.91550 1.292 3.579 -1.386 1.105
H 2.79448 -6.44084 1.64173 -0.900 1.328 0.015 0.356
H 2.88348 -4.95158 2.52593 1.013 1.266 2.364 0.372
H 3.04769 -4.96452 0.80077 0.962 1.157 -1.391 0.267
H 1.22657 -2.86754 0.96632 -1.095 -0.821 2.368 -0.852
H 1.24860 -3.17235 2.84799 0.378 -0.238 -0.229 0.540
H -0.26749 -2.97231 2.05995 0.104 -0.694 -0.633 -0.708
C -1.30400 0.78737 -1.54511 -3.621 4.584 5.184 -0.684
S -1.20731 -0.53348 -0.29703 1.612 -0.196 -0.922 0.905
O 0.13700 -0.45611 0.45267 -1.913 0.188 -0.754 -0.653
C -2.45108 0.14098 0.81558 -2.664 -5.099 -3.933 -1.178
H -0.72893 0.70188 -2.33486 3.399 -0.818 -3.720 0.259
H -1.12009 1.99721 -1.02528 -0.243 -3.779 -1.320 -0.024
H -2.34676 0.88720 -1.95195 0.718 -0.507 0.578 0.337
H -2.18324 -0.38517 1.64091 -0.319 -1.472 2.892 0.390
H -3.48666 0.11421 0.34417 1.258 -0.640 0.987 0.182
H -2.19172 1.04384 0.83703 1.978 7.653 0.912 0.474
C -0.02630 2.44535 3.24479 -0.148 -6.714 1.080 -1.053
S 1.38375 1.48597 2.68136 -0.150 1.015 -2.034 1.080
O 2.67149 2.08148 3.15519 -0.307 -0.381 0.682 -0.729
C 1.04679 -0.04239 3.47939 1.609 -2.575 -0.277 -0.370
H -0.01586 2.64756 4.24437 0.200 0.298 2.947 0.529
H -0.87315 1.76469 3.01505 0.262 0.634 0.040 0.237
H -0.06900 3.26624 2.76095 -0.283 5.614 -3.784 0.085
H 0.10089 -0.58176 3.22461 0.552 1.098 0.292 -0.198
H 1.32695 0.00126 4.52799 -0.516 0.075 0.371 0.603
H 1.84660 -0.74757 3.03391 -1.100 1.063 0.566 -0.254
C 0.37761 3.70433 -3.74203 0.834 0.308 -3.195 -0.075
S -1.08816 3.75182 -4.74789 -1.292 -0.509 -1.556 0.430
O -2.37261 3.30482 -3.95881 2.734 1.568 -0.546 -0.547
C -1.24099 5.56168 -5.22601 -8.177 -5.348 11.541 -1.153
H 0.82107 2.78677 -3.93108 -0.395 -3.155 0.386 0.203
H 0.12534 3.87019 -2.78477 -0.221 0.852 3.530 -0.322
H 1.33330 4.07183 -4.15617 -0.795 1.973 0.188 0.452
H -0.74086 6.00162 -5.82144 7.598 5.058 -7.633 0.579
H -1.41852 6.12261 -4.21047 0.887 -0.707 -1.823 0.109
H -2.24408 5.56597 -5.57164 -1.078 -0.196 -0.673 0.396
C -4.38083 2.78510 -0.76627 3.252 0.780 3.414 -0.541
S -5.22837 4.41909 -0.65169 -1.343 -2.234 -2.321 0.621
O -6.11962 4.47433 -1.89131 1.134 0.471 1.749 -0.664
C -6.33982 3.88851 0.65990 3.953 -7.057 0.330 -1.297
H -3.65743 2.88540 0.25794 -1.482 -0.204 -2.641 0.178
H -3.67276 2.61956 -1.61392 -0.950 0.546 0.409 -0.093
H -4.95328 1.91268 -0.47327 -0.684 0.100 -0.598 0.535
H -5.97023 3.61673 1.70016 1.024 -0.027 -1.354 0.357
H -7.00352 3.03681 0.47880 0.108 0.417 -0.919 0.332
H -6.79009 4.64025 0.96168 -5.033 7.377 1.842 0.580
C -1.44277 -2.97958 4.42808 2.388 1.081 0.412 -0.221
S -2.62860 -2.76151 5.84274 -0.112 -2.750 -0.239 0.487
O -3.45910 -4.05958 5.82926 0.980 2.172 -0.065 -0.636
C -1.40831 -3.00820 7.15061 0.029 -0.208 1.607 -0.866
H -0.40033 -2.30080 4.54431 -2.904 -1.866 -0.027 0.095
H -1.95059 -2.58539 3.53676 0.038 -0.301 0.229 -0.108
H -1.17560 -4.07445 4.31372 -0.348 1.226 0.180 0.334
H -1.82609 -2.88708 8.18011 -0.281 0.583 -0.978 0.349
H -0.59400 -2.28641 7.02871 -0.029 -0.308 -0.004 0.271
H -1.08244 -4.05495 7.26684 0.161 0.300 -1.048 0.316
C 4.27914 3.30104 0.15644 1.468 -1.823 0.086 -0.683
S 2.93940 3.50055 -0.99177 1.640 4.863 -3.141 0.558
O 3.60102 4.10024 -2.33776 -1.578 -1.953 2.747 -0.743
C 2.31875 1.88191 -1.18469 -1.727 1.370 -2.593 0.981
H 3.69699 2.70993 0.93985 1.610 0.305 -0.484 0.072
H 4.88548 4.13225 0.65810 -1.771 -0.517 -1.086 0.349
H 5.06052 2.76476 -0.51216 -1.057 0.150 1.596 0.255
H 2.75331 1.24454 -1.87787 1.896 -0.982 -1.297 0.727
H 1.32997 2.06427 -1.76463 0.997 -0.430 2.085 -0.781
H 2.41701 1.46424 -0.24468 -1.130 -1.103 1.986 -0.785

***

No. 2
12
Properties=species:S:1:pos:R:3:forces:R:3:mulliken_charge:R:1 method="wB97M-V/def2-TZVPD" smiles="CC(O)=C=C=CCl" gap_ha="0.2958 / 0.2958" homo_energy_ev="-8.03 / -8.03" relative_energy_kcal_mol=101.3 lumo_energy_ev="0.0 / 0.0"
C 1.39214 -0.61122 0.09933 8.986 4.223 -0.914 0.678
C 2.64957 0.03025 -0.02326 0.348 -0.678 0.237 -0.096
C 4.05420 0.66434 -0.15859 -7.022 -2.205 1.236 -0.614
C 0.12735 -0.87826 0.14040 -0.022 -0.069 -0.043 0.186
C -0.87468 0.18372 0.14853 -2.430 1.354 0.077 -0.998
O -0.23652 -2.16836 0.16119 1.114 -0.710 0.906 -0.458
Cl 5.56923 -0.17321 0.07425 -1.072 0.457 -0.313 -0.146
H 3.98153 1.77520 -0.09039 0.614 -1.183 -0.208 0.316
H -1.05945 0.73290 1.08852 0.008 -1.243 0.527 0.253
H -0.54331 1.10580 -0.34186 -0.075 -0.666 -1.081 0.301
H -1.89058 -0.21880 -0.20147 1.397 0.895 0.202 0.276
H -1.07764 -2.28657 -0.21616 -1.847 -0.174 -0.625 0.301

***

Copy entry 2 word for word.
12
Properties=species:S:1:pos:R:3:forces:R:3:mulliken_charge:R:1 method="wB97M-V/def2-TZVPD" smiles="CC(O)=C=C=CCl" gap_ha="0.2958 / 0.2958" homo_energy_ev="-8.03 / -8.03" relative_energy_kcal_mol=101.3 lumo_energy_ev="0.0 / 0.0"
C 1.39214 -0.61122 0.09933 8.986 4.223 -0.914 0.678
C 2.64957 0.03025 -0.02326 0.348 -0.678 0.237 -0.096
C 4.05420 0.66434 -0.15859 -7.022 -2.205 1.236 -0.614
C 0.12735 -0.87826 0.14040 -0.022 -0.069 -0.043 0.186
C -0.87468 0.18372 0.14853 -2.430 1.354 0.077 -0.998
O -0.23652 -2.16836 0.16119 1.114 -0.710 0.906 -0.458
Cl 5.56923 -0.17321 0.07425 -1.072 0.457 -0.313 -0.146
H 3.98153 1.77520 -0.09039 0.614 -1.183 -0.208 0.316
H -1.05945 0.73290 1.08852 0.008 -1.243 0.527 0.253
H -0.54331 1.10580 -0.34186 -0.075 -0.666 -1.081 0.301
H -1.89058 -0.21880 -0.20147 1.397 0.895 0.202 0.276
H -1.07764 -2.28657 -0.21616 -1.847 -0.174 -0.625 0.301